Density functional theory data (the ωB97M-V functional and the def2-TZVPD basis) for the molecule C5H5N3.

Each line ends with the Mulliken charge.
Atoms and positions in Å:
N: 3.6141 -0.1003 -0.2927  -0.4875
C: 2.3620 -0.2787 -0.2719  -0.1023
C: 1.0454 -0.0817 0.3324  0.6122
N: 0.6730 1.1276 0.3229  -0.4360
C: -0.4454 1.3756 -0.3973  -0.0553
N: -1.1118 0.1419 -0.7293  -0.2673
C: -1.7407 -0.5855 0.2159  -0.4030
C: -0.2787 -0.8245 -0.1893  -0.0832
H: 1.4515 -0.4991 1.3432  0.2007
H: -0.6889 2.4913 -0.4117  0.3307
H: -2.5146 -1.2488 0.0381  0.2770
H: -1.9375 0.1575 1.1306  0.1925
H: -0.4285 -1.6754 -1.0908  0.2215

Computed properties:
* lowest unoccupied orbital energy: 0.0054 eV
* Kohn-Sham gap: 0.347 Eh
* E_HOMO: -9.44 eV
* SMILES string: N#C[C@H]1N=CN2C[C@H]12
* DFT total energy: -357.5657 Ha



Density functional theory data (the ωB97M-V functional and the def2-TZVPD basis) for an isolated ion of composition C3H6NO2 and charge +1.

Each line ends with the Mulliken charge.
Atoms and positions in Å:
N: -0.2484 -1.2309 1.0464  -0.3408
C: 0.1134 -0.8115 -0.2943  -0.2220
C: 0.2511 0.6665 -0.4313  0.5006
O: -0.7485 1.7190 0.0755  -0.4576
C: 0.1136 1.9320 -1.0123  -0.2391
O: 1.3367 1.7414 -0.3211  -0.4423
H: -0.1716 -2.2828 1.0366  0.3970
H: -1.2354 -1.0725 1.3390  0.3766
H: 0.3203 -0.8864 1.8546  0.3729
H: 1.0737 -1.2629 -0.6641  0.3189
H: -0.8246 -1.1747 -0.8384  0.2975
H: 0.0197 2.6629 -1.7905  0.4382

Computed properties:
* lowest unoccupied orbital energy: -4.4065 eV
* Kohn-Sham gap: 0.355 Eh
* E_HOMO: -14.06 eV
* SMILES string: [NH3+]C[C@]12O[C@H]1O2
* charge: +1
* DFT total energy: -322.7089 Ha



Density functional theory data (the ωB97M-V functional and the def2-TZVPD basis) for C48H70MoN6O6Se2 as an isolated structure.

Each line ends with the Mulliken charge.
Atoms and positions in Å:
Mo: -0.1674 -0.5345 1.3904  -2.8316
C: -2.9782 6.2747 -1.5910  -1.6749
C: -1.5290 5.7879 -1.7368  1.8966
C: -0.6110 6.7406 -0.9714  -1.8605
C: -1.1237 5.8064 -3.2176  -1.4424
C: -1.4331 4.3598 -1.2089  -0.2002
C: -0.6235 4.0090 -0.1379  -0.3479
C: -0.5999 2.6895 0.2729  0.3111
Se: 0.7302 2.0673 1.4860  0.6856
C: 2.0085 1.7869 0.0980  -0.0025
C: 2.7576 2.8353 -0.4051  -0.3348
C: 3.5128 2.6276 -1.5500  -0.2501
C: 3.4739 1.3559 -2.1264  -0.5889
C: 2.7368 0.2785 -1.6425  -0.7281
C: 1.9781 0.5350 -0.4929  0.0146
O: 1.2154 -0.4312 0.1253  2.1269
C: 2.8036 -1.0965 -2.3083  2.2699
C: 1.3990 -1.5942 -2.6827  -1.6922
C: 3.4934 -2.0581 -1.3285  -1.6619
C: 3.6281 -1.0658 -3.5973  -2.3819
C: 4.3649 3.7225 -2.1846  1.8871
C: 3.9129 3.9344 -3.6366  -1.4548
C: 4.2344 5.0498 -1.4378  -2.0483
C: 5.8368 3.2854 -2.1603  -1.6402
C: -1.3513 1.6948 -0.3334  -0.2889
O: -1.2598 0.4311 0.2092  1.7021
C: -2.1697 2.0056 -1.4283  -1.1195
C: -2.1693 3.3430 -1.8183  -0.5120
C: -3.0289 0.9717 -2.1562  2.3212
C: -4.1015 0.4684 -1.1797  -1.5774
C: -3.7462 1.5766 -3.3650  -2.3811
C: -2.1547 -0.1792 -2.6789  -1.5305
H: -3.0619 7.3026 -1.9461  0.4873
H: -3.6691 5.6649 -2.1748  0.3091
H: -3.2974 6.2489 -0.5477  0.3441
H: -0.7012 7.7426 -1.3901  0.4609
H: -0.8778 6.8046 0.0856  0.3853
H: 0.4382 6.4460 -1.0529  0.1667
H: -1.1777 6.8258 -3.6013  0.4860
H: -0.1004 5.4482 -3.3480  0.1957
H: -1.7812 5.1896 -3.8313  0.3271
H: -0.0086 4.7426 0.3647  0.6750
H: 2.7364 3.7980 0.0865  0.6469
H: 4.0621 1.1972 -3.0177  0.5906
H: 0.7600 -1.7472 -1.8172  0.0981
H: 0.9105 -0.8832 -3.3522  0.2374
H: 1.4801 -2.5467 -3.2090  0.6641
H: 2.9658 -2.0948 -0.3747  0.0450
H: 3.5214 -3.0665 -1.7467  0.4301
H: 4.5207 -1.7381 -1.1444  0.5284
H: 3.2034 -0.3838 -4.3360  0.4335
H: 4.6673 -0.7876 -3.4179  0.4743
H: 3.6321 -2.0648 -4.0345  0.4546
H: 2.8626 4.2298 -3.6808  0.2049
H: 4.5075 4.7251 -4.0955  0.5032
H: 4.0393 3.0356 -4.2411  0.3194
H: 3.2036 5.4128 -1.4333  0.2662
H: 4.5861 4.9751 -0.4067  0.3828
H: 4.8435 5.8047 -1.9344  0.4660
H: 5.9944 2.3659 -2.7255  0.3327
H: 6.4612 4.0601 -2.6070  0.4968
H: 6.1798 3.1206 -1.1374  0.3357
H: -2.7861 3.6151 -2.6619  0.5304
H: -4.7503 1.2899 -0.8707  0.4715
H: -4.7218 -0.2917 -1.6595  0.5097
H: -3.6490 0.0320 -0.2902  0.0891
H: -4.4425 2.3668 -3.0809  0.4706
H: -3.0425 1.9741 -4.0984  0.4402
H: -4.3264 0.7945 -3.8555  0.4593
H: -1.6639 -0.7335 -1.8837  -0.0374
H: -2.7729 -0.8801 -3.2424  0.6170
H: -1.3889 0.2072 -3.3547  0.3683
C: -3.2047 -4.0671 2.4669  -0.9534
N: -3.6778 -2.7211 2.7372  0.4594
C: -5.1221 -2.6388 2.9446  -1.1742
C: -2.9204 -1.6203 2.5905  -0.4077
N: -1.9036 -1.6313 1.6718  1.4200
C: -2.0623 -2.4728 0.5263  -0.1061
C: -3.2809 -2.5357 -0.1012  -0.0809
C: -3.4908 -3.3455 -1.2253  -1.6837
C: -2.4563 -4.0737 -1.7315  -0.9254
C: -1.1788 -4.0348 -1.1274  1.4408
C: -0.1472 -4.8460 -1.6543  -1.3002
C: 1.0853 -4.8610 -1.0765  -1.6277
C: 1.3392 -4.0462 0.0368  -0.0420
C: 0.3667 -3.2591 0.6005  0.1917
N: 0.6990 -2.4188 1.7065  1.7389
C: 1.6373 -2.9273 2.5725  -1.0275
N: 1.5963 -4.2343 2.9007  0.5358
C: 2.7957 -5.0653 2.8737  -1.2449
C: 0.3487 -4.9633 3.0233  -0.7096
N: 2.6466 -2.2157 3.0676  0.6560
C: 3.2165 -1.0182 2.4668  -0.9351
C: 3.3867 -2.6668 4.2532  -1.2096
C: -0.9480 -3.2253 0.0261  -0.3202
N: -3.2318 -0.5514 3.3329  0.5540
C: -3.9103 -0.6939 4.6270  -1.2908
C: -3.0200 0.8386 2.9469  -1.1873
H: -3.7153 -4.4856 1.5970  0.3574
H: -3.4085 -4.6934 3.3365  0.4595
H: -2.1416 -4.0578 2.2777  0.0416
H: -5.6017 -3.2720 2.1962  0.4302
H: -5.4715 -1.6208 2.8059  0.3760
H: -5.4137 -2.9918 3.9338  0.3720
H: -4.1049 -1.9558 0.2907  1.0235
H: -4.4694 -3.3795 -1.6850  0.4623
H: -2.5950 -4.7044 -2.5999  0.5214
H: -0.3619 -5.4545 -2.5230  0.4881
H: 1.8778 -5.4786 -1.4775  0.4503
H: 2.3382 -4.0306 0.4521  0.9578
H: 3.6455 -4.4992 2.5010  0.4162
H: 2.6132 -5.9001 2.1936  0.4231
H: 3.0345 -5.4638 3.8601  0.3739
H: -0.4117 -4.2832 3.3806  0.0585
H: 0.4848 -5.7374 3.7783  0.5781
H: 0.0553 -5.4381 2.0820  0.1571
H: 2.6161 -0.6643 1.6423  -0.3477
H: 4.2159 -1.2405 2.0871  0.4492
H: 3.2930 -0.2452 3.2310  0.4493
H: 2.7764 -3.3455 4.8388  0.3524
H: 3.6096 -1.7955 4.8585  0.4222
H: 4.3200 -3.1522 3.9651  0.4225
H: -3.7597 -1.6961 5.0161  0.3126
H: -4.9747 -0.4768 4.5406  0.4369
H: -3.4577 0.0135 5.3141  0.5303
H: -2.8254 0.9147 1.8888  0.1444
H: -2.2124 1.2832 3.5316  0.1985
H: -3.9358 1.3891 3.1642  0.5683
O: 1.3170 -0.6155 5.4493  -0.5610
Se: -0.2222 -0.7002 5.0846  1.0671
O: -0.8654 -2.1408 4.8385  -0.4959
O: -0.0368 -0.1803 3.0909  -0.4158
O: -1.1704 0.5132 5.4628  -0.5818

Computed properties:
* lowest unoccupied orbital energy: -7.5109 eV
* Kohn-Sham gap: 0.196 Eh
* E_HOMO: -12.83 eV
* charge: +2
* DFT total energy: -7521.5556 Ha



Density functional theory data (the ωB97M-V functional and the def2-TZVPD basis) for C16H47GeI2N2O2RhSbSeSi3 as an isolated structure.

Each line ends with the Mulliken charge.
Atoms and positions in Å:
Rh: 0.2011 2.7866 0.4434  -0.3182
C: 3.0960 0.9088 4.6301  -1.0335
O: 2.3257 0.4982 3.4654  -0.1298
C: 1.7843 1.3709 2.6692  0.1362
O: 1.1499 0.9842 1.6632  0.2955
N: 1.9188 2.6773 2.9334  -0.0127
N: 1.3171 3.6256 2.0944  -0.6127
H: 3.4664 -0.0112 5.0660  0.2981
H: 2.4506 1.4176 5.3452  0.4212
H: 3.9391 1.5292 4.3267  0.4303
H: 2.4251 3.0027 3.7428  0.2079
H: 2.0281 4.2382 1.6998  0.2800
H: 0.6561 4.1867 2.6275  0.2436
C: -5.0331 3.1893 -2.1290  -1.1377
Ge: -3.6662 2.5218 -3.3318  0.5373
C: -3.6879 0.5809 -3.4801  -1.0373
C: -3.6161 3.4323 -5.0370  -1.1625
C: -1.9479 3.0696 -2.4411  -0.8618
Se: -1.1791 1.7427 -1.2255  0.6689
C: -0.1099 0.8722 -2.5763  -0.0707
H: -6.0160 2.8091 -2.4081  0.3962
H: -5.0704 4.2784 -2.1815  0.3669
H: -4.8353 2.8909 -1.0975  0.3482
H: -4.7179 0.2474 -3.6122  0.4670
H: -3.3009 0.1046 -2.5765  0.1288
H: -3.1197 0.2425 -4.3484  0.3413
H: -4.5378 3.2611 -5.5939  0.4018
H: -2.7800 3.0821 -5.6428  0.3734
H: -3.5150 4.5069 -4.8803  0.3716
H: -2.1781 3.9510 -1.8440  -0.0350
H: -1.1721 3.3357 -3.1590  0.4157
H: -0.8128 0.5369 -3.3367  0.3297
H: 0.4042 0.0261 -2.1328  -0.8016
H: 0.6048 1.5722 -3.0020  0.5533
C: -1.8576 -2.6177 -1.1858  -0.8242
Si: -0.0659 -3.0396 -1.2811  0.1805
C: 0.4964 -4.6132 -0.5267  -0.7883
C: 0.7442 -2.5506 -2.8535  -0.9990
Sb: 0.8584 -1.3343 0.8844  0.2954
Si: -0.8003 -1.9710 2.9428  0.1539
C: -2.3333 -1.1431 2.3608  -0.9294
C: -0.7530 -3.8075 2.9142  -1.1174
C: -0.0446 -1.2105 4.4327  -0.8864
Si: 3.4285 -1.1739 0.1565  0.1880
C: 3.7927 -2.9255 -0.2775  -1.0277
C: 4.4529 -0.5176 1.5353  -0.9557
C: 3.2624 0.0333 -1.2300  -0.7583
H: -2.3433 -2.8978 -2.1276  0.4562
H: -2.0089 -1.5477 -1.0400  0.0530
H: -2.3637 -3.1623 -0.3855  0.4156
H: 0.0557 -5.4051 -1.1484  0.4317
H: 0.1562 -4.7691 0.4970  0.2364
H: 1.5798 -4.7314 -0.5599  0.3176
H: 0.8939 -3.4580 -3.4504  0.4892
H: 1.7231 -2.0908 -2.7276  0.2489
H: 0.1082 -1.8754 -3.4231  0.3678
H: -2.8068 -1.6680 1.5306  0.3008
H: -2.1478 -0.1083 2.0629  0.2632
H: -3.0467 -1.1240 3.1924  0.4612
H: -1.3094 -4.2334 2.0784  0.3459
H: -1.2353 -4.1499 3.8378  0.4669
H: 0.2629 -4.2076 2.9179  0.4037
H: -0.0900 -0.1218 4.3898  0.2077
H: 0.9905 -1.5230 4.5678  0.2502
H: -0.6147 -1.5364 5.3099  0.5350
H: 3.6454 -3.5959 0.5720  0.3828
H: 4.8490 -2.9888 -0.5622  0.4491
H: 3.2066 -3.2873 -1.1229  0.2730
H: 4.2942 -1.0556 2.4696  0.2842
H: 4.2669 0.5460 1.6926  0.1976
H: 5.5057 -0.6301 1.2550  0.5249
H: 2.7888 -0.3871 -2.1156  0.2842
H: 4.2672 0.3627 -1.5171  0.5060
H: 2.7019 0.9202 -0.9198  0.1317
I: -1.0481 5.1460 0.3086  0.3738
I: 0.0668 6.9827 1.8749  0.0111

Computed properties:
* lowest unoccupied orbital energy (spin up / spin down): -10.4785 / -10.4774 eV
* Kohn-Sham gap (spin up / spin down): 0.195 / 0.195 Eh
* E_HOMO (spin up / spin down): -15.79 / -15.79 eV
* charge: +3
* DFT total energy: -7189.9307 Ha



Question: Look up the DFT total energy of the second one.
Answer: -322.7089 Ha